<i>
Below is 2 unconnected molecules or ions with the total composition C5H13N2, with properties calculated with ωB97M-V with the def2-TZVPD basis set.

LUMO (alpha / beta)   1.1 / 1.0 eV
Multiplicity   2
HOMO energy (alpha / beta)   -0.1327 / -0.3262 Ha

Geometry (Å):
C  0.5375  0.7657  1.6634
C  -0.8504  0.3028  2.2905
C  -2.0128  1.0425  2.3166
H  1.0428  -0.1327  1.2941
H  0.2602  1.3950  0.7850
H  1.1560  1.3463  2.3786
H  -0.8300  -0.7270  2.6084
H  -2.8545  0.6319  2.8716
H  -2.1583  2.0075  1.8161
C  1.8475  -1.5737  -1.4106
N  0.7589  -0.9103  -2.0634
C  -0.1810  -0.2429  -1.4454
N  -1.0253  0.6299  -1.8865
H  2.5834  -0.9088  -0.9708
H  2.3156  -2.2642  -2.1112
H  1.3979  -2.0462  -0.5612
H  0.8472  -0.7646  -3.0592
H  -0.0732  -0.4334  -0.3792
H  -1.0438  0.8803  -2.8805
H  -1.7177  1.0018  -1.2562


<ii>
Below is C5H13N2 in the gas phase, with properties calculated with ωB97M-V with the def2-TZVPD basis set.

LUMO (alpha / beta)   0.8 / 0.6 eV
Multiplicity   2
HOMO energy (alpha / beta)   -0.1107 / -0.2418 Ha

Geometry (Å):
C  1.5646  -1.0745  1.6409
C  1.4432  0.3872  1.2004
C  0.8347  0.5777  -0.1216
C  -0.5564  0.6589  -0.2543
N  -1.3160  0.3636  -1.3859
C  -2.3426  1.3423  -1.8544
N  0.6084  -1.8736  0.7397
H  1.1095  -1.2404  2.6161
H  2.4926  -1.6386  1.5762
H  2.4725  0.7781  1.2161
H  0.8184  0.8626  1.9715
H  1.4614  0.5983  -1.0213
H  -1.1172  1.1833  0.5275
H  -0.9234  -0.1845  -2.1173
H  -3.2460  1.1865  -1.2649
H  -2.4954  1.0668  -2.8923
H  -1.9205  2.3237  -1.6421
H  -0.2681  -1.2246  0.6980
H  0.7705  -2.0851  -0.2428
H  0.2733  -2.7262  1.1954


Calculated relative energies: <i> 0.0; <ii> 115.9, given in kJ/mol


<i>
Below is C9H16N2O5 in the gas phase, with properties calculated with ωB97M-V with the def2-TZVPD basis set.

LUMO   0.6 eV
Multiplicity   1
Structure (SMILES)   CC(C)[C@H](NC(=O)[C@@H](N)CC(=O)O)C(=O)O
HOMO energy   -0.3529 Ha

Geometry (Å):
C  2.2500  -0.5743  1.8546
C  2.3105  0.3791  0.7295
C  3.7291  0.6352  0.1072
C  1.2989  0.1839  -0.5082
N  -0.0774  0.1731  0.0855
C  -0.9689  1.0992  -0.4136
O  -0.5783  1.8527  -1.3122
C  -2.4070  1.0434  0.1022
N  -3.1219  2.3729  -0.0661
C  -3.2102  -0.0933  -0.5551
C  -3.0189  -1.4309  0.1211
O  -2.1395  -1.7315  0.9197
O  -3.8996  -2.3207  -0.3939
C  1.5562  -1.1685  -1.0309
O  1.0672  -2.1372  -0.4954
O  2.0838  -1.1720  -2.2661
H  1.2678  -0.5140  2.2362
H  2.5656  -1.6458  1.5457
H  2.8493  -0.1140  2.6936
H  1.9570  1.3234  1.0074
H  4.5678  0.4329  0.8283
H  3.7709  1.5770  -0.3952
H  3.9208  -0.1201  -0.7354
H  1.4852  1.0102  -1.2020
H  -0.4036  -0.6964  0.5136
H  -2.5423  0.8925  1.1984
H  -2.8937  2.9775  0.6905
H  -2.6928  2.7860  -0.9502
H  -3.1300  -0.1203  -1.5924
H  -4.2651  0.1912  -0.3392
H  -3.7092  -3.0714  0.1660
H  2.3784  -2.0198  -2.5436


<ii>
Below is C9H16N2O5 in the gas phase, with properties calculated with ωB97M-V with the def2-TZVPD basis set.

LUMO   0.0 eV
Multiplicity   1
Structure (SMILES)   CC(C)[C@H](N)C(=O)N[C@@H](CC(=O)O)C(=O)O
HOMO energy   -0.3521 Ha

Geometry (Å):
C  -2.3604  1.5708  -0.3387
C  -2.1180  0.0803  -0.7662
C  -3.3455  -0.7495  -0.4479
C  -0.8740  -0.6016  -0.1537
N  -0.8035  -2.0551  -0.3040
C  -0.6936  -0.1858  1.3566
O  -1.6521  -0.1143  2.0842
N  0.4444  0.3062  1.7231
C  1.6490  0.5863  0.9391
C  2.2346  -0.6379  0.2976
C  3.7457  -0.3790  0.0738
O  4.3654  0.5334  0.5972
O  4.4011  -1.3929  -0.5106
C  1.3824  1.7189  -0.0886
O  0.8961  2.7813  0.1135
O  1.5797  1.3358  -1.3748
H  -1.4255  2.0924  -0.2028
H  -2.8900  1.4712  0.6116
H  -2.9645  2.1045  -1.0493
H  -2.0052  -0.0476  -1.8722
H  -4.2283  -0.3269  -0.9245
H  -3.5819  -0.7647  0.6412
H  -3.2129  -1.7819  -0.7187
H  -0.0771  -0.2015  -0.6922
H  0.0007  -2.3102  0.2449
H  -0.6104  -2.2971  -1.2756
H  0.4575  0.6469  2.6966
H  2.4176  1.0267  1.6512
H  1.8181  -0.8680  -0.6890
H  2.3263  -1.5690  1.0092
H  3.7903  -2.1048  -0.7713
H  1.3339  2.1330  -1.8597


Calculated relative energies: <i> 0.0; <ii> 37.3, given in kJ/mol


<i>
Below is C8H13NO in the gas phase, with properties calculated with ωB97M-V with the def2-TZVPD basis set.

LUMO   0.7 eV
Multiplicity   1
Structure (SMILES)   CC1([C@@]2(C)CC(=O)N2)CC1
HOMO energy   -0.3519 Ha

Geometry (Å):
C  1.7517  0.2966  -0.9363
C  0.6934  -0.3497  -0.1081
C  -0.5373  0.5364  0.2251
C  -0.0190  1.7499  0.9225
C  -1.5316  0.5971  -0.9661
C  -2.4686  -0.1657  -0.1086
O  -3.6379  -0.4387  -0.2327
N  -1.5907  -0.2442  0.9115
C  1.1678  -1.3085  0.9785
C  0.5737  -1.7994  -0.3457
H  1.3503  0.6557  -1.9951
H  2.6442  -0.2844  -1.1487
H  2.2697  1.2681  -0.3907
H  0.0374  1.3852  1.8578
H  -0.7767  2.5460  0.8554
H  0.9428  2.0367  0.4178
H  -1.2590  0.1202  -1.8031
H  -1.7702  1.5504  -1.2109
H  -1.4972  -0.9866  1.6117
H  0.7586  -1.2574  1.9736
H  2.2915  -1.2300  0.9961
H  1.0383  -2.3032  -1.1853
H  -0.4313  -2.3745  -0.3186


<ii>
Below is C8H13NO in the gas phase, with properties calculated with ωB97M-V with the def2-TZVPD basis set.

LUMO (alpha / beta)   -0.1 / -0.1 eV
Multiplicity   1
HOMO energy (alpha / beta)   -0.3088 / -0.3088 Ha

Geometry (Å):
C  -1.2981  -1.3078  -0.1649
C  -2.3260  -0.4540  0.5476
C  -0.5599  -2.2623  0.6737
O  -1.8585  -1.8187  -1.3285
C  -0.0848  -0.1221  -0.7445
C  0.0891  0.3175  -1.8693
H  -1.2223  -2.4056  -1.7558
H  -3.1511  -1.0891  0.8747
H  -1.8811  0.0233  1.4187
H  -2.7159  0.3063  -0.1260
H  -0.0829  -3.0603  0.1048
H  -1.1543  -2.6515  1.4973
H  0.3099  -1.6697  1.2119
H  0.2761  0.6876  -2.8458
C  1.1956  1.8915  0.5705
C  2.4067  2.1959  -0.3138
C  0.9884  0.4158  0.6809
N  1.3005  -0.4462  1.4498
H  1.3510  2.2837  1.5779
H  0.2960  2.3412  0.1462
H  2.2833  1.7600  -1.3039
H  3.3145  1.7907  0.1330
H  2.5238  3.2735  -0.4347


Calculated relative energies: <i> 0.0; <ii> 237.9, given in kJ/mol